Record 1
Here is C5H8N2 in the gas phase from the Open Molecules 2025 dataset. Energies are from wB97M-V/def2-TZVPD.

- HOMO-LUMO gap: 10.03 eV
- HOMO level: -8.969 eV

Last column: Mulliken charge in e.
CARTESIAN COORDINATES (ANGSTROEM)
C1 2.424 -0.440 0.195  -0.7305
N1 1.070 -0.116 -0.189  0.6476
C2 0.667 1.167 -0.354  -0.3082
C3 -0.691 1.185 -0.197  -0.7171
C4 -1.039 -0.169 0.018  0.7196
C5 -2.431 -0.704 0.091  -1.0288
N2 0.037 -0.947 0.053  -0.9638
H1 2.870 -1.225 -0.418  0.2439
H2 2.449 -0.731 1.249  0.2826
H3 2.985 0.490 0.099  0.2956
H4 1.375 1.932 -0.642  0.3713
H5 -1.340 2.046 -0.195  0.3452
H6 -3.085 0.032 0.566  0.3029
H7 -2.477 -1.642 0.646  0.3161
H8 -2.813 -0.879 -0.922  0.2237


Record 2
Here is C26H22ClN5O4S in the gas phase from the Open Molecules 2025 dataset. Energies are from wB97M-V/def2-TZVPD.

- HOMO-LUMO gap: 9.24 eV
- HOMO level: -9.006 eV

Last column: Mulliken charge in e.
CARTESIAN COORDINATES (ANGSTROEM)
O1 -0.920 4.069 1.900  -0.7038
C1 -0.497 2.947 1.693  0.3236
N1 0.689 2.720 1.084  0.0584
C2 1.514 3.803 0.605  -1.2814
C3 1.468 3.945 -0.892  0.8327
C4 0.305 3.687 -1.609  0.0689
C5 0.311 3.848 -2.984  -0.7444
C6 1.485 4.262 -3.594  -0.2945
N2 2.596 4.512 -2.923  -0.6262
C7 2.585 4.357 -1.612  -0.6511
H1 3.517 4.575 -1.107  0.4521
H2 1.544 4.403 -4.665  0.3713
H3 -0.577 3.660 -3.567  0.4269
H4 -0.591 3.373 -1.094  0.4360
H5 1.122 4.716 1.067  0.4635
H6 2.546 3.651 0.935  0.4571
H7 0.991 1.783 0.868  -0.1195
C8 -1.271 1.732 2.099  0.4405
C9 -0.734 0.451 2.157  -0.5684
C10 -1.518 -0.616 2.542  -0.3234
C11 -2.832 -0.423 2.926  0.5537
C12 -3.384 0.852 2.876  -0.6700
C13 -2.606 1.914 2.461  -0.7045
H8 -3.013 2.913 2.420  0.4987
H9 -4.412 0.998 3.167  0.4513
Cl1 -3.766 -1.739 3.474  -0.2138
S1 -0.675 -2.196 2.662  1.4721
O2 0.443 -2.183 1.763  -0.6441
O3 -0.418 -2.403 4.056  -0.8454
N3 -1.717 -3.439 2.231  0.0475
C14 -1.530 -4.260 1.129  0.2156
C15 -1.699 -5.638 1.260  -0.8039
C16 -1.510 -6.477 0.181  -0.6250
C17 -1.137 -5.956 -1.048  -0.8150
C18 -0.972 -4.592 -1.188  -0.5879
C19 -1.166 -3.728 -0.112  0.7285
C20 -1.122 -2.256 -0.309  0.3923
O4 -1.921 -1.499 0.221  -0.6497
N4 -0.204 -1.827 -1.203  -0.0715
H10 0.522 -2.458 -1.502  0.4105
C21 -0.095 -0.442 -1.597  -1.1036
C22 1.300 0.096 -1.462  1.5409
C23 1.890 0.839 -2.478  -0.6894
C24 3.170 1.338 -2.298  -0.4168
C25 3.804 1.091 -1.090  -0.7136
N5 3.262 0.368 -0.125  -0.6632
C26 2.053 -0.133 -0.311  -1.1116
H11 1.673 -0.767 0.481  1.1937
H12 4.793 1.477 -0.886  0.4141
H13 3.657 1.909 -3.072  0.4644
H14 1.354 1.024 -3.399  0.4308
H15 -0.788 0.112 -0.952  0.2856
H16 -0.432 -0.330 -2.637  0.3399
H17 -0.724 -4.184 -2.157  0.5093
H18 -0.987 -6.609 -1.893  0.4182
H19 -1.650 -7.541 0.300  0.3905
H20 -1.986 -6.042 2.221  0.3696
H21 -2.032 -3.920 3.062  0.3488
H22 0.296 0.236 1.924  0.8349